# C10H16

A cluster of 2 separate species, C10H16 in total (ωB97M-V/def2-TZVPD, the Open Molecules 2025 dataset).

Last column: Mulliken charge in e.
CARTESIAN COORDINATES (ANGSTROEM)
C -1.9214 1.8979 -3.2138  -1.3630
C -1.1641 0.7379 -2.6177  0.9406
C -1.8618 -0.2257 -1.8906  -0.5766
C -1.1941 -1.2783 -1.2777  -0.3869
C 0.1883 -1.2823 -1.2406  -0.7994
C 0.8647 -0.2523 -1.8879  -0.2867
C 0.2293 0.6827 -2.6819  -0.5507
H -1.5458 2.8255 -2.7927  0.2879
H -2.9919 1.8014 -3.0166  0.3569
H -1.9452 1.9691 -4.3071  0.3305
H -2.9277 -0.2972 -2.0255  0.2842
H -1.8239 -2.0816 -0.9292  0.3662
H 0.8165 -1.9858 -0.7186  0.6184
H 1.9476 -0.2653 -1.7995  0.3813
H 0.7142 1.3830 -3.3475  0.3905
C 1.8508 0.1895 4.0302  -1.0269
C 0.8009 -0.7178 3.3526  -0.2910
C 0.6948 -0.5333 1.8315  -0.9164
H 2.4004 0.8373 3.3486  0.3362
H 2.5952 -0.3984 4.5771  0.2461
H 1.4405 0.8108 4.8223  0.2628
H 1.1200 -1.7371 3.5563  0.2293
H -0.1432 -0.5974 3.8824  0.3714
H -0.2335 -0.0180 1.5731  0.2596
H 1.4963 0.0522 1.3892  0.3537
H 0.5933 -1.5169 1.3832  0.1818

Forces on the atoms, in the same order (eV/Å):
C -0.66 -0.31 -0.50
C -0.31 0.32 0.02
C 0.61 -0.42 -0.92
C -0.34 -0.06 -0.23
C 0.10 0.77 -0.09
C 0.92 -0.45 -0.34
C -1.01 0.03 0.43
H -0.11 0.21 -0.09
H 0.10 0.12 0.51
H 0.73 -0.08 0.04
H -0.32 0.27 0.37
H 0.25 -0.24 0.45
H -0.37 -0.36 0.06
H -0.03 0.10 -0.25
H 0.43 0.07 0.30
C 0.25 -0.12 0.63
C 0.96 0.27 0.31
C -1.13 -0.06 0.54
H -0.12 -0.01 -0.14
H 0.06 -0.09 -0.29
H -0.31 0.28 -0.14
H -0.11 -0.19 -0.05
H -0.18 0.03 -0.32
H 0.06 0.11 -0.04
H 0.26 -0.26 0.03
H 0.29 0.08 -0.28

The HOMO energy is -8.98 eV. The spin multiplicity is 1. As for the energy above the lowest of the compared OMol25 structures with the same formula, charge and spin: 78.9 kJ/mol. As for the SMILES: Cc1ccccc1.CCC. The calculation puts the total energy at -10628.9258 eV. The LUMO energy is 1.00 eV. As for the orbital gap: 9.98 eV.



# C3H5NO2

The molecule C3H5NO2 (ωB97M-V/def2-TZVPD, the Open Molecules 2025 dataset).

Last column: Mulliken charge in e.
CARTESIAN COORDINATES (ANGSTROEM)
C 0.9625 0.7866 -0.5015  -1.1502
C 0.3709 -1.2509 0.1055  0.5857
C 0.0498 -0.0739 0.8685  0.0996
O -1.8966 -0.2819 -0.3215  -0.4714
N -1.2784 -0.0127 0.9764  -0.6069
O 0.7337 -2.0585 -0.6271  -0.2620
H -2.8317 -0.1389 -0.1439  0.3549
H 0.6326 0.0662 1.7720  0.3685
H 1.9744 0.4315 -0.7010  0.3705
H 0.9549 1.7719 -0.0464  0.3749
H 0.3278 0.7605 -1.3810  0.3367

Forces on the atoms, in the same order (eV/Å):
C -0.77 0.22 0.92
C 2.92 -2.33 -1.15
C -0.27 -0.65 -2.00
O 0.79 -0.33 -0.09
N -1.46 1.92 1.18
O -1.32 1.31 0.94
H 0.23 -0.02 0.15
H -0.09 -0.09 -0.01
H -0.10 -0.09 0.18
H 0.11 0.12 -0.14
H -0.02 -0.05 0.02

The HOMO energy is -6.98 eV. The spin multiplicity is 1. As for the energy above the lowest of the compared OMol25 structures with the same formula, charge and spin: 621.5 kJ/mol. The calculation puts the total energy at -8771.2534 eV. The LUMO energy is 0.26 eV. As for the orbital gap: 7.24 eV.